Molecular formula: C28H45ClN4Pt
Method: DFT, wB97M-V/def2-TZVPD

Structure (XYZ):
```
79
C28H45ClN4Pt (wB97M-V/def2-TZVPD)
Pt 0.71535 -0.95417 0.10035
Cl -0.14255 0.32947 -1.86689
C 2.80151 -4.25213 -0.65909
C 1.93225 -2.22885 -0.60827
N 1.63620 -3.55387 -0.74250
H 4.88554 -3.46756 -0.51413
N 3.28728 -2.10816 -0.59315
H 2.75934 -5.33062 -0.64851
C 0.22135 -4.01711 -0.74870
C 0.10520 -5.46077 -1.18330
C -0.38752 -3.82971 0.63000
H 0.59392 -6.15451 -0.49449
H -0.96443 -5.70522 -1.19018
H 0.46892 -5.60911 -2.20521
H -1.63787 -3.45671 -1.62608
H -0.24148 -3.22520 -2.73349
H -0.52625 -2.75750 0.87980
C -0.58822 -3.14982 -1.69722
H 0.20745 -4.31070 1.41588
H -1.39502 -4.25965 0.62685
H -0.60632 -2.07764 -1.42065
C 3.81980 -3.36150 -0.57630
C 3.67127 -0.24363 0.96251
H 4.11175 -0.86561 1.74746
H 4.07451 0.77111 1.02513
C 3.94092 -0.78238 -0.43156
H 3.89446 1.12175 -1.37754
C 5.43412 -0.84624 -0.66437
H 5.67127 -1.09208 -1.70430
H 2.58569 -0.13128 1.15826
H 2.30200 0.51307 -1.07630
H 5.94556 -1.53005 0.01954
H 5.83461 0.15505 -0.46943
C 3.30549 0.19808 -1.40009
H 3.23548 -0.18674 -2.42326
C -3.80952 3.50995 -1.43780
N -3.50106 2.49040 -0.53928
H -2.53560 5.24621 -1.99357
N -1.90248 3.90814 -0.40568
H -4.61669 3.42003 -2.16468
C -3.93808 1.09319 -0.59715
C -5.40399 0.94240 -0.27701
C -3.67400 0.55440 -1.98563
H -6.00661 1.50401 -0.99228
H -5.65564 -0.12206 -0.34710
H -5.62618 1.26487 0.74174
H -3.33415 -0.72570 0.36738
H -3.08631 0.71573 1.41094
H -2.59710 0.45346 -2.13122
C -3.07008 0.33843 0.38154
H -4.09849 1.19316 -2.76716
H -4.09679 -0.45271 -2.03854
H -2.03545 0.35940 0.01780
C -2.79214 4.41992 -1.34753
C 0.13286 3.84287 -1.69387
H -0.30502 4.44362 -2.49463
H 1.21240 4.00406 -1.62895
C -0.46492 4.15136 -0.34331
H 1.19435 3.23845 0.65523
C -0.15491 5.57300 0.03896
H -0.57838 5.83234 1.00783
H -0.00770 2.78148 -1.90941
H -0.08311 2.14098 0.25772
H -0.53137 6.25361 -0.72456
H 0.92940 5.68230 0.11329
C 0.10310 3.15398 0.63582
H -0.28946 3.21810 1.65668
C -2.48791 2.88763 0.24650
C 0.02315 -0.24877 4.84974
C 0.84322 -1.32005 4.47927
C 1.05143 -1.61985 3.12119
C 0.45226 -0.81535 2.14299
C -0.38425 0.24213 2.50593
C -0.60694 0.52822 3.86103
H -0.12478 -0.02805 5.90783
H 1.33533 -1.94172 5.23639
H 1.66351 -2.44253 2.80612
H -0.83155 0.82643 1.72549
H -1.26197 1.36259 4.14111
```

DFT total energy = -51489.567 eV
spin multiplicity = 5
LUMO energy (alpha / beta) = 4.033 / 2.820 eV
gap between HOMO and LUMO (alpha / beta) = 1.57 / 6.53 eV
net charge = -2
M = 668.2 g/mol



Molecular formula: C37H36As2N2OPtS4
Method: DFT, wB97M-V/def2-TZVPD

Structure (XYZ):
```
83
C37H36As2N2OPtS4 (wB97M-V/def2-TZVPD)
Pt -1.38415 -1.52375 -0.17457
C -2.67395 1.94075 0.66313
C -1.26325 2.13395 1.20353
As -0.00955 0.85525 0.31773
C 1.64255 1.90495 0.49523
C 2.03765 2.35835 1.75113
C 3.23185 3.03775 1.90993
C 4.06185 3.24395 0.81853
C 3.70095 2.75405 -0.42557
C 2.49985 2.08645 -0.58387
C -0.44865 1.26405 -1.53377
C -0.52435 2.57415 -1.99317
C -0.93175 2.84395 -3.28877
C -1.25735 1.80255 -4.14357
C -1.15605 0.49105 -3.70657
C -0.75555 0.22515 -2.40787
As -3.14745 0.04555 0.31393
C -4.92155 0.30085 -0.44977
C -5.17645 -0.12035 -1.74927
C -6.42575 0.07755 -2.31167
C -7.43045 0.67865 -1.57347
C -7.18055 1.10685 -0.27907
C -5.92555 0.93225 0.27553
C -3.47885 -0.68845 2.09123
C -4.68285 -1.23965 2.51463
C -4.73715 -1.97815 3.68723
C -3.59145 -2.18685 4.43503
C -2.38755 -1.63255 4.02943
C -2.33425 -0.89165 2.86603
H -2.75485 2.43355 -0.31517
H -3.42975 2.39085 1.32153
H -1.24175 1.91795 2.27873
H -0.93635 3.17415 1.08433
H 1.38985 2.17655 2.60443
H 3.52015 3.40885 2.88263
H 4.99185 3.78025 0.93983
H 4.35495 2.89705 -1.27397
H 2.20405 1.70675 -1.55487
H -0.25105 3.38965 -1.32897
H -0.99815 3.86905 -3.62967
H -1.58165 2.01505 -5.15237
H -1.39315 -0.32515 -4.37457
H -0.63435 -0.81545 -2.07487
H -4.38905 -0.61665 -2.30967
H -6.62115 -0.24155 -3.32477
H -8.41115 0.81285 -2.00397
H -7.96505 1.57165 0.29943
H -5.71385 1.27595 1.28393
H -5.57565 -1.11345 1.91053
H -5.67375 -2.41645 4.00293
H -3.62785 -2.80895 5.31693
H -1.48815 -1.80325 4.60383
H -1.38205 -0.48435 2.52523
S -2.92945 -3.03315 -1.52907
S -3.43595 -4.36755 -0.18157
S -1.65885 -4.80415 1.09603
S -0.34525 -3.33825 0.99903
C 5.58465 -0.14285 0.94803
N 4.36695 -0.91935 0.95713
N 3.63425 -1.04645 -0.21617
C 2.28495 -1.21865 0.09023
O 1.41965 -1.36295 -0.76547
C 2.21695 -1.13265 1.52193
C 3.47395 -0.90765 1.99013
C 3.91485 -0.68125 3.38843
C 4.21265 -1.49045 -1.41617
C 5.29725 -2.36255 -1.41877
C 5.78715 -2.84145 -2.61927
C 5.20435 -2.45925 -3.81587
C 4.12465 -1.59165 -3.81137
C 3.62515 -1.10535 -2.61757
H 6.03535 -0.20005 -0.04067
H 6.29255 -0.55015 1.67123
H 5.38865 0.90995 1.18413
H 1.32065 -1.28405 2.09343
H 3.09715 -0.92315 4.06013
H 4.18405 0.36475 3.53243
H 4.77585 -1.30095 3.63103
H 5.73545 -2.68805 -0.48787
H 6.62295 -3.52355 -2.61477
H 5.59225 -2.83765 -4.74907
H 3.67175 -1.29325 -4.74547
H 2.76275 -0.45985 -2.59707
```

DFT total energy = -212244.908 eV
spin multiplicity = 3
LUMO energy (alpha / beta) = 0.443 / -1.056 eV
energy relative to the best compared isomer or geometry (same formula, charge and spin) = 1.801 eV
gap between HOMO and LUMO (alpha / beta) = 6.37 / 5.64 eV
M = 997.9 g/mol



Molecular formula: C27H30N6O2RbS3
Method: DFT, wB97M-V/def2-TZVPD

Structure (XYZ):
```
69
C27H30N6O2RbS3 (wB97M-V/def2-TZVPD)
Rb -1.21114 0.49175 0.22595
C 1.91398 -2.09618 -0.78730
C 1.52434 -0.64017 -0.87174
N 1.45827 0.08846 0.17932
N 1.97039 -0.44979 1.34096
C 1.39633 -0.41753 2.49550
S -0.21073 -0.09162 3.02107
S 2.60456 -0.83354 3.81116
C 2.78856 0.87221 4.43421
C 3.66917 1.72134 3.56280
C 3.12659 2.42071 2.48890
C 3.94231 3.15595 1.63868
C 5.31262 3.20978 1.85650
C 5.86288 2.52179 2.93218
C 5.04466 1.78226 3.77465
C 1.34524 -0.04663 -2.24532
C 2.50151 0.03818 -3.01445
C 2.49463 0.49227 -4.32778
C 1.27182 0.85180 -4.88793
C 0.10360 0.76075 -4.15149
C 0.07872 0.30679 -2.80163
O -1.03495 0.20149 -2.14612
H 1.10718 -2.67718 -0.32690
H 2.78311 -2.20130 -0.13086
H 2.12609 -2.50339 -1.77453
H 3.18754 0.78465 5.44556
H 1.77595 1.27345 4.49507
H 2.05882 2.37253 2.30351
H 3.50244 3.68070 0.79954
H 5.94909 3.78099 1.19117
H 6.93094 2.55865 3.11182
H 5.47594 1.23403 4.60673
H 3.44317 -0.25214 -2.55737
H 3.41384 0.56000 -4.89501
H 1.22691 1.19654 -5.91563
H -0.84591 1.01808 -4.60931
C -5.16251 -0.05321 0.09112
O -3.94090 0.64735 -0.10506
H -5.02973 -0.90572 0.75921
H -5.58596 -0.40628 -0.85315
H -5.86308 0.64502 0.54388
H -3.33801 0.05591 -0.56676
S -1.34493 5.17127 -0.60802
C -2.22244 4.16516 -1.60925
N -1.77271 3.51275 -2.71158
C -2.76925 2.55631 -3.21954
C -4.05924 3.00138 -2.50682
N -3.53423 3.88612 -1.47833
H -0.79652 3.26152 -2.75414
H -2.46534 1.54386 -2.95691
H -2.85339 2.63872 -4.30227
H -4.58829 2.15800 -2.06576
H -4.73533 3.53562 -3.17819
H -4.06937 4.29390 -0.73494
N -1.53078 -4.46886 -0.66327
C -1.96207 -3.18897 -0.86974
N -2.22047 -2.55077 0.23298
C -1.92641 -3.45302 1.25485
C -1.98036 -3.28842 2.63803
C -1.61726 -4.36233 3.42539
C -1.20400 -5.58042 2.86106
C -1.13199 -5.75562 1.49223
C -1.49622 -4.66574 0.70720
H -1.23920 -5.11540 -1.37287
H -2.04805 -2.76620 -1.86183
H -2.25338 -2.33378 3.06572
H -1.62859 -4.25740 4.50248
H -0.91933 -6.39617 3.51383
H -0.79916 -6.69028 1.05853
```

DFT total energy = -74684.912 eV
spin multiplicity = 1
LUMO energy = 1.854 eV
energy relative to the best compared isomer or geometry (same formula, charge and spin) = 1.048 eV
gap between HOMO and LUMO = 6.20 eV
net charge = -1
M = 652.2 g/mol